Density functional theory data (wB97M-V/def2-TZVPD) for 2 unconnected molecules or ions with the total composition C7H17N3O2.

```
! wB97M-V def2-TZVPD RIJCOSX def2/J DEFGRID3
* xyz 0 1
C 2.2784 0.6746 -1.2043
O 2.1770 1.4085 0.0168
C 2.8831 0.7093 1.0453
C 2.9792 -0.7172 0.6340
N 1.6810 -1.3031 0.2186
C 2.5438 -0.7470 -0.8291
H 1.3465 0.7973 -1.7752
H 3.0886 1.0461 -1.8359
H 3.8914 1.1282 1.1457
H 2.3508 0.8682 1.9934
H 3.7929 -1.2948 1.1133
H 1.8814 -2.3042 0.2594
H 2.9903 -1.3340 -1.6398
N -3.0113 -1.8409 0.2045
C -1.9615 -1.1980 -0.5418
C -1.6404 0.1622 0.0192
N -1.5554 0.1440 1.4851
C -2.4455 1.3421 -0.5096
O -1.8322 2.5400 -0.0757
H -3.2562 -2.7285 -0.2264
H -3.8566 -1.2848 0.1609
H -2.1779 -1.0560 -1.6227
H -1.0454 -1.7979 -0.4544
H -0.6382 0.4453 -0.3344
H -0.6932 0.5582 1.8195
H -2.2968 0.6968 1.9314
H -2.3991 1.3455 -1.6087
H -3.5269 1.3064 -0.2280
H -1.5479 2.4335 0.8388
*
```

Output
relative energy (zero: lowest compared OMol25 entry of this formula, charge and spin): 126.2 kJ/mol
gap between HOMO and LUMO: 9.73 eV
SMILES: C1OC[C@H]2N[C@@H]12.NC[C@H](N)CO
LUMO: 0.0309 Ha